20
Properties=species:S:1:pos:R:3 method="wB97M-V/def2-TZVPD" homo_lumo_gap_ha="0.1122 / 0.1989" energy_ev=-11038.786 e_homo_ev="-0.84 / -2.75" multiplicity=2 charge=-1 s2=0.75 de_lowest_ev=1.396
O -0.616 0.060 3.936
C -0.708 0.510 2.815
C -1.420 -0.169 1.683
C -2.146 0.789 0.784
C -3.434 0.691 0.454
H -0.202 1.470 2.557
H -2.076 -0.958 2.075
H -0.604 -0.652 1.099
H -1.547 1.608 0.369
H -4.057 -0.125 0.828
H -3.885 1.373 -0.269
C 2.745 0.569 -1.119
C 1.929 -0.189 -2.141
O 2.088 -1.551 -1.620
Cs 2.337 -4.628 -3.439
H 2.105 1.161 -0.445
H 2.767 -1.084 -0.762
H 3.470 1.258 -1.582
H 2.407 -0.187 -3.142
H 0.850 0.055 -2.080